(1)
A 11-piece molecular cluster, C21H64O11 overall at a distorted geometry. Source: the Open Molecules 2025 dataset; level of theory: ωB97M-V with the def2-TZVPD basis set.

Structure (XYZ):
```
96
C21H64O11 ωB97M-V with the def2-TZVPD basis set
H 2.450 20.205 -18.745
H 5.880 12.526 -16.000
C 8.834 14.981 -27.184
H 7.927 19.606 -18.669
H 7.183 17.654 -24.360
H 2.287 18.120 -16.664
H 9.482 17.502 -28.065
C 9.848 15.177 -20.490
H 10.221 18.661 -23.721
H 5.929 21.143 -21.693
H 8.943 15.885 -26.585
C 6.354 17.539 -23.662
C 6.827 17.292 -22.207
H 6.425 15.337 -18.549
H 8.156 19.006 -30.022
H 6.713 14.625 -14.663
C 6.287 14.575 -26.587
C 6.485 13.304 -21.252
H 6.655 19.921 -17.911
H 9.977 19.873 -27.356
H 6.755 20.015 -22.275
C 2.183 19.214 -18.380
H 11.972 15.555 -20.183
H 10.942 13.412 -19.900
H 10.004 13.165 -21.257
H 8.554 15.266 -28.198
H 5.893 14.559 -27.603
H 4.627 14.231 -20.645
H 2.508 18.241 -20.305
H 10.152 15.380 -18.668
H 6.735 12.535 -20.521
H 3.393 14.146 -22.724
H 5.202 16.112 -17.630
C 11.162 15.845 -20.852
H 0.327 18.270 -18.040
H 7.091 19.398 -27.932
O 2.642 18.930 -17.038
H 5.810 16.709 -24.114
H 7.011 16.438 -17.405
C 6.212 15.710 -17.547
H 7.778 13.023 -26.778
H 9.028 17.323 -18.943
O 7.185 20.210 -18.654
O 6.186 15.147 -15.272
O 9.885 19.356 -23.154
H 5.603 14.019 -25.945
H 9.005 15.384 -21.150
C 5.753 17.374 -21.117
C 0.683 19.228 -18.420
C 7.766 14.072 -26.485
O 9.508 15.753 -19.274
H 7.922 18.248 -20.883
H 3.450 12.402 -21.018
H 4.512 13.479 -16.338
H 10.654 19.538 -28.863
H 5.699 18.409 -23.704
H 5.121 18.262 -21.098
H 0.380 19.363 -19.458
O 8.029 14.050 -25.135
C 4.471 13.995 -22.791
H 11.469 15.596 -21.868
C 4.993 13.502 -21.369
H 9.768 14.418 -27.158
H 6.949 14.219 -20.885
H 7.624 13.225 -24.859
C 7.496 18.427 -27.647
H 9.113 13.240 -19.718
H 0.301 20.031 -17.790
H 5.018 16.569 -21.128
H 2.510 17.236 -18.833
C 5.543 13.327 -16.657
C 2.846 18.176 -19.270
H 5.008 14.919 -23.005
H 6.167 17.225 -20.119
H 7.824 18.493 -26.610
H 9.096 20.402 -28.785
H 3.936 18.162 -19.275
C 9.685 19.587 -28.366
O 7.705 18.287 -21.818
H 6.904 17.525 -27.807
H 7.464 14.280 -16.617
C 6.428 14.601 -16.503
H 4.833 13.314 -23.560
H 9.129 18.964 -22.718
C 8.834 18.277 -28.475
H 6.945 12.973 -22.183
O 8.559 18.157 -29.827
H 7.336 16.328 -22.216
H 11.076 16.926 -20.966
O 4.382 12.248 -21.188
H 9.885 18.498 -18.522
H 5.656 13.021 -17.697
H 6.216 15.616 -26.271
O 8.973 18.218 -18.606
C 9.950 13.651 -20.283
O 6.273 20.805 -22.520
```

Its LUMO energy is 0.2 eV. The value obtained for the total energy is -45335.623 eV. Its SMILES is CC(C)O.CC(C)O.CC(C)O.CC(C)O.CC(C)O.CC(C)O.CC(C)O.O.O.O.O. The calculation puts the molar mass at 492.7 g mol⁻¹. The value obtained for the HOMO-LUMO gap is 10.2 eV.

(2)
A 2-piece molecular cluster, C21H20IN3O4 overall at a distorted geometry. Source: the Open Molecules 2025 dataset; level of theory: ωB97M-V with the def2-TZVPD basis set.

Structure (XYZ):
```
49
C21H20IN3O4 ωB97M-V with the def2-TZVPD basis set
H 3.542 -1.731 -3.757
H 0.391 6.413 0.235
C 0.321 5.670 4.247
N -2.842 -2.573 -2.219
H -2.468 -4.126 0.007
H -0.220 4.256 2.686
H 3.393 -4.513 -4.143
H -1.686 4.869 -0.996
H -0.152 -4.829 0.630
H -2.563 -5.785 -0.940
C 2.709 -3.961 -3.341
H -2.596 -2.189 -1.279
H -2.438 -1.946 -2.954
C 1.794 -1.579 -1.950
C 0.796 -2.557 -1.116
H -1.442 4.454 3.860
C 2.770 -2.321 -3.089
H 0.217 5.698 5.346
H 3.253 2.312 0.510
C 0.699 -4.200 -1.399
C -0.422 2.811 -0.907
C -2.203 -0.927 1.775
I -2.019 -2.093 3.627
C -0.644 4.416 -0.660
C 0.006 -0.538 0.157
C -2.200 -3.952 -2.254
H -1.494 1.104 1.025
C 1.004 0.368 -0.754
C 1.645 -4.944 -2.511
C 2.235 2.845 0.214
C 0.976 2.015 -0.462
O -3.275 -0.959 0.940
C 0.579 5.254 0.043
H 1.410 5.515 4.141
O 0.166 3.282 4.493
N 1.953 -0.090 -1.826
C -1.956 -4.761 -0.850
N -0.098 -2.024 -0.033
C -0.389 -5.084 -0.494
H -0.268 0.223 2.299
O -1.910 -4.444 -3.479
C 1.995 4.483 0.450
O -0.218 6.685 3.558
H -0.203 -6.218 -0.771
H -1.276 2.186 -1.411
C -0.352 4.294 3.782
H 1.599 -6.097 -2.707
H 2.843 5.171 0.921
C -0.963 0.115 1.353
```

As for the total charge: -2. Its LUMO energy is 2.7 eV. The value obtained for the total energy is -42836.826 eV. The calculation puts the molar mass at 505.3 g mol⁻¹. The value obtained for the HOMO-LUMO gap is 1.8 eV.

(3)
C14H27AuN3SSbSe3Te as an isolated structure. Source: the Open Molecules 2025 dataset; level of theory: ωB97M-V with the def2-TZVPD basis set.

Structure (XYZ):
```
51
C14H27AuN3SSbSe3Te ωB97M-V with the def2-TZVPD basis set
C 1.908 -1.205 -1.751
C 1.832 -4.038 -1.837
Te 0.967 -2.746 4.521
C 2.250 -1.946 -3.067
H 3.284 3.158 1.279
H -5.135 3.223 3.518
Au 0.294 -0.413 1.206
S -2.036 -0.186 0.340
C 0.002 -2.982 -3.099
C -2.445 1.324 2.662
N 0.839 -1.912 -1.031
H 1.370 -5.018 -1.929
H -0.877 4.195 1.906
H -0.495 -3.946 -3.020
N -4.070 1.353 0.976
Se -0.500 -2.533 2.639
C -0.330 -2.049 -1.911
Se 2.693 -0.870 1.875
H 2.911 -4.167 -1.819
H 2.830 3.532 -0.403
H 1.747 -3.775 -3.893
H -4.383 1.038 0.067
H -0.616 -1.057 -2.260
N 1.484 -3.241 -3.067
H -0.905 2.085 -1.313
H 2.097 -3.123 0.125
H 3.308 -2.185 -3.143
C -0.089 2.771 -1.089
H 1.960 -1.387 -3.954
H -2.921 2.457 4.402
C 1.308 -3.246 -0.614
H 3.301 1.870 0.063
H -0.248 -2.546 -4.064
H -1.503 0.957 3.041
C -2.865 0.888 1.397
C -4.879 2.163 1.702
C 0.207 4.111 1.872
H 0.636 4.951 1.329
C -4.488 2.586 2.934
Se 2.570 -0.798 4.130
H -0.463 3.796 -1.094
H -1.165 -2.448 -1.338
H 0.478 -3.763 -0.135
H 0.693 2.677 -1.844
Sb 0.758 2.340 0.823
H 0.606 4.076 2.884
C -3.247 2.149 3.417
C 2.793 2.779 0.383
H 2.781 -1.143 -1.104
H 1.575 -0.190 -1.962
H -5.822 2.437 1.249
```

As for the total charge: +2. Its LUMO energy (alpha / beta) is -5.3 / -7.0 eV. The spin multiplicity is 3. The value obtained for the total energy is -243810.142 eV. The calculation puts the molar mass at 952.7 g mol⁻¹. The value obtained for the HOMO-LUMO gap (alpha / beta) is 6.6 / 5.9 eV.

(4)
One molecule with the formula C4H5NO. Source: the Open Molecules 2025 dataset; level of theory: ωB97M-V with the def2-TZVPD basis set.

Structure (XYZ):
```
11
C4H5NO ωB97M-V with the def2-TZVPD basis set
H 1.456 2.056 -0.702
H 2.572 -0.412 -0.833
H -1.690 0.108 -0.675
C 1.631 -0.153 -0.355
C -0.036 1.151 0.550
H -1.579 -1.587 -0.067
C -1.537 -0.537 0.196
O -0.190 -0.306 0.774
N 0.935 -1.108 0.165
H -2.237 -0.253 0.980
C 1.079 1.167 -0.222
```

Its LUMO energy is 0.9 eV. The value obtained for the total energy is -7761.132 eV. The calculation puts the molar mass at 83.1 g mol⁻¹. The value obtained for the HOMO-LUMO gap is 9.9 eV.

(5)
C50H50FMoN2OPS as an isolated structure. Source: the Open Molecules 2025 dataset; level of theory: ωB97M-V with the def2-TZVPD basis set.

Structure (XYZ):
```
107
C50H50FMoN2OPS ωB97M-V with the def2-TZVPD basis set
C 5.468 0.590 -0.263
C 1.457 -4.006 -1.167
H -6.031 -3.657 -0.046
H 0.924 -1.034 4.473
C 3.932 -1.984 3.192
C 3.858 -0.988 -1.403
C -2.723 -0.611 -3.992
C 3.516 -3.534 -2.477
H -4.003 0.709 -0.381
C -2.969 -0.183 -2.698
H 3.160 2.580 5.049
H 0.589 -5.225 0.394
H -4.010 -2.078 3.393
H 2.836 1.317 -2.410
C 1.280 3.737 -1.109
C -6.111 -2.425 3.610
H 4.909 -2.326 3.506
C -7.275 -2.873 3.001
C 1.117 3.430 -2.459
H -3.689 -3.198 -0.215
C 1.260 2.817 4.084
C -1.226 3.435 0.351
C -4.155 -0.363 -0.508
H 1.633 -4.921 -1.736
C -3.467 3.154 1.182
C 2.635 2.633 4.103
H -0.772 5.367 -0.491
C 2.402 -1.451 1.417
H 4.424 2.423 2.931
C 4.561 -2.737 -2.913
H -2.425 0.661 -2.290
C 4.074 0.409 -0.870
H -1.973 1.621 1.243
H 3.209 -1.769 5.203
C -4.887 -2.837 1.576
H -8.203 -2.892 3.558
C 1.298 2.790 1.677
H -8.150 -3.679 1.216
H 3.382 -4.522 -2.903
C 2.044 4.839 -0.720
Mo 0.205 -0.522 -0.208
H 0.520 2.578 -2.759
C -2.793 5.254 0.213
H 3.004 5.901 -3.784
N 1.937 -1.340 0.095
C 2.978 -1.673 4.151
H -1.985 -0.102 -4.601
C 2.515 5.297 -3.030
H -5.455 -2.332 -1.880
C -4.919 -2.411 2.902
C 2.686 2.634 1.701
H -0.483 3.053 2.867
H 3.908 2.463 -1.587
C -3.597 -2.812 0.802
H -6.129 -2.099 4.642
H -0.691 -4.054 -1.628
H 6.247 0.427 -1.010
H -0.105 -2.533 -1.084
C 1.314 -4.414 0.299
C 3.348 2.544 2.914
H 0.973 -3.591 0.927
C -1.522 4.745 -0.016
C 1.493 -1.172 2.418
C -4.414 -2.303 -3.753
H 0.274 -3.054 -2.742
C -3.934 -0.818 -1.918
P 0.423 2.783 0.117
H -3.028 6.269 -0.080
O -1.698 -1.297 -0.167
C 0.586 2.889 2.875
H 2.164 5.088 0.328
H 5.246 -3.104 -3.667
C -3.762 4.462 0.810
H -3.255 -2.006 -5.532
C -4.663 -1.871 -2.457
H 1.627 3.969 -4.465
C 1.741 4.209 -3.417
C -3.440 -1.679 -4.517
H 4.403 -2.153 1.095
C 2.627 -3.099 -1.502
H 4.559 1.337 -2.774
F 0.209 -0.834 1.920
C -6.056 -3.290 0.973
H 5.599 1.610 0.110
H 5.642 -0.099 0.564
H -4.751 4.863 0.990
H -2.782 -3.336 1.307
C 4.719 -1.472 -2.385
H 5.528 -0.844 -2.738
H 0.712 2.915 5.013
H 3.340 0.566 -0.086
H -5.141 -0.616 -0.112
H 3.248 2.601 0.778
C 3.658 -1.886 1.831
C 0.172 -3.392 -1.712
N 0.222 1.221 -0.393
C 3.827 1.441 -1.970
H -4.993 -3.116 -4.171
C 2.811 -1.814 -0.961
H 3.259 6.469 -1.391
C 1.707 -1.262 3.762
C -7.246 -3.311 1.685
H 2.263 -4.767 0.706
C 2.663 5.616 -1.686
H -4.223 2.541 1.658
C -2.204 2.638 0.948
S -2.988 -1.123 0.675
```

As for the total charge: +2. Its LUMO energy (alpha / beta) is -6.1 / -6.1 eV. The value obtained for the total energy is -82373.790 eV. The calculation puts the molar mass at 872.9 g mol⁻¹. The value obtained for the HOMO-LUMO gap (alpha / beta) is 7.0 / 7.0 eV.